1.
65
Properties=species:S:1:pos:R:3:forces:R:3:lowdin_charge:R:1 method="wB97M-V/def2-TZVPD" total_charge=+1 multiplicity=5 de_lowest_kcal_mol=19.6 orbital_gap_ev="7.7721 / 7.1349" lumo_ev="-2.428 / -3.063"
Fe -0.25641 0.03448 -0.21002 0.1345 0.5535 1.0987 0.5654
P -2.41138 -0.16661 -0.93821 -0.8623 -0.3254 -1.4749 0.8189
C -2.19917 0.09274 -2.72070 -0.0399 1.7588 0.9184 -0.3214
C -0.99193 0.83767 -3.03152 -0.8976 -1.0988 0.6287 -0.3294
N 0.03141 0.78092 -2.12039 0.4578 -0.6281 -0.5023 -0.0079
C 1.28317 1.04505 -2.53275 0.1852 0.7126 -0.8987 -0.3349
C 1.53864 1.64834 -3.76146 0.9245 -0.5683 0.9393 -0.0323
C 0.48293 1.85288 -4.65096 -1.1820 -0.0558 0.2008 -0.0316
C -0.78627 1.42181 -4.29089 0.7636 0.4851 -0.5479 -0.0077
C 2.38117 0.61264 -1.58198 -0.3946 0.5504 -0.0251 -0.2159
P 2.13638 -1.09733 -0.97090 0.3701 0.0983 -0.5475 0.9494
H -1.63733 1.47116 -4.96747 0.2989 0.0594 0.0780 0.1258
H 2.56778 1.91531 -4.00734 -0.3469 -0.1155 -0.0716 0.1163
H 0.65396 2.32055 -5.61677 -0.0051 -0.1108 0.1512 0.1195
H 3.34964 0.63562 -2.09972 -0.0920 -0.1093 0.2341 0.1156
H 2.44012 1.28319 -0.70485 0.0204 -0.2838 -0.1733 0.0944
H -1.97796 -1.19880 -3.41527 0.7834 -0.6661 -0.1919 -0.0066
H -3.09908 0.44482 -3.24240 0.2128 -0.0455 0.1203 0.0923
H -0.91281 -2.72489 -2.59889 0.1759 -0.2190 0.7889 0.0108
O -1.51956 -2.09682 -3.83434 -0.5969 -0.2695 -0.4296 -0.1489
H -2.22936 -2.57338 -4.29157 0.3455 0.0073 0.0709 0.0629
H 0.79825 -1.51665 -0.48805 0.8289 0.2460 -0.2084 0.0324
O -0.53658 -2.89601 -1.64222 0.4048 -0.1807 -0.4495 -0.1791
H -0.53883 -3.84589 -1.45961 -0.0551 0.2552 -0.2203 0.0581
C 2.44201 -2.22542 -2.33340 -0.1171 -0.2601 -0.1560 -0.1892
H 3.39787 -1.99366 -2.82986 -0.3184 0.0240 0.2720 0.0783
H 2.47465 -3.24645 -1.92651 -0.0311 0.2766 -0.1692 0.0737
H 1.61255 -2.16551 -3.04967 0.1958 0.0006 0.1612 0.0618
C 3.36961 -1.33877 0.30120 0.0488 -0.2163 0.3823 -0.1852
H 2.99617 -2.09881 0.99413 0.2279 0.0960 -0.0248 0.0693
H 4.31387 -1.67458 -0.14373 -0.2486 0.0422 -0.0380 0.0779
H 3.53767 -0.41090 0.85769 -0.1231 -0.1620 -0.0533 0.0526
C -3.56369 1.14732 -0.46655 -0.4296 -0.0554 0.1929 -0.2413
H -4.38618 1.14778 -1.19379 0.0838 0.0808 0.2851 0.0577
H -3.94567 0.98631 0.54653 -0.0508 0.1717 -0.2225 0.0303
H -3.04230 2.11212 -0.50952 -0.1451 -0.2587 -0.0415 0.0517
C -3.16896 -1.79505 -0.71684 -0.5147 -0.2200 -0.0264 -0.2376
H -3.43199 -1.95137 0.33432 -0.0479 0.0201 -0.2941 0.0224
H -4.07049 -1.87150 -1.34055 0.1655 -0.0906 0.1855 0.0631
H -2.42048 -2.55279 -1.01490 -0.5651 0.5751 0.1546 0.0222
C -2.56836 -0.80967 2.55507 -0.3492 -0.0556 0.0826 -0.1789
Si -1.31759 0.55569 2.81354 0.3916 0.1255 -0.2054 0.3998
C -1.98865 2.28703 2.61704 -0.3271 0.1041 0.1022 -0.1608
C -0.74533 0.39901 4.58712 0.2500 -0.0353 0.1558 -0.1692
N 0.00130 0.38324 1.63064 -0.2687 -0.5248 -0.3719 -0.2242
C 1.26709 0.63172 2.16797 0.7366 0.4477 0.7257 -0.4378
C 1.88250 1.89993 2.00371 -0.0414 -0.7455 0.3151 -0.0621
C 3.01083 2.22274 2.75896 0.1737 -0.2334 -0.1227 -0.0837
C 3.56856 1.28364 3.63505 0.0578 -0.0294 0.0556 -0.0895
C 3.00489 0.00294 3.75837 0.1301 0.3088 -0.2146 -0.0847
C 1.87366 -0.32791 3.02173 -0.0829 0.5914 -0.2389 -0.1038
H -2.94360 -1.09280 3.55104 0.0234 0.0096 -0.3071 0.0435
H -2.11319 -1.70146 2.10174 -0.0928 0.2277 0.1413 0.0320
H -3.43621 -0.50593 1.95688 0.1757 -0.1556 0.1669 0.0058
H -2.71008 2.47963 3.42485 0.0979 0.0917 -0.2144 0.0426
H -1.17798 3.02471 2.70982 -0.1629 -0.2169 -0.0022 0.0385
H -2.49544 2.45469 1.65880 0.1412 -0.0005 0.2365 0.0010
H -0.33662 -0.59637 4.80845 -0.0920 0.2224 -0.0184 0.0364
H 0.01373 1.14506 4.85903 -0.1446 -0.1687 -0.0582 0.0442
H -1.61347 0.55144 5.24719 0.1689 -0.0183 -0.2057 0.0454
H 1.41403 2.62601 1.33542 0.0699 -0.1350 0.2527 0.1094
H 3.44919 3.21896 2.65864 -0.0786 -0.3511 0.1013 0.1088
H 4.44342 1.55135 4.23501 -0.3410 -0.0967 -0.2415 0.1061
H 3.44269 -0.73030 4.44039 -0.1104 0.2797 -0.2069 0.1118
H 1.39321 -1.30284 3.13325 0.1101 0.2845 -0.0242 0.1155


2.
64
Properties=species:S:1:pos:R:3:forces:R:3:lowdin_charge:R:1 method="wB97M-V/def2-TZVPD" total_charge=-1 multiplicity=3 orbital_gap_ev="5.9658 / 5.9587" lumo_ev="2.634 / 2.634"
C 0.10349 -1.33351 -4.70993 -0.0402 -1.7984 -1.1774 -0.1930
C -1.21981 -1.43021 -4.18853 -0.6698 -1.7284 -1.2386 -0.2015
C -1.14571 -2.08651 -2.92683 -0.2285 -2.4347 -0.9317 -0.2108
C 0.22159 -2.37691 -2.65993 -0.5141 -2.3172 -0.9353 -0.2198
C 0.99609 -1.91041 -3.76413 -0.0043 -2.3642 -1.1967 -0.2194
Pr 0.04259 -0.01851 -2.75643 -2.2529 0.2148 10.8839 0.4309
C -0.95451 1.59349 -3.69263 -2.3420 3.2135 -3.0169 -0.2979
C 0.44039 1.85559 -4.17813 0.1035 1.3613 -1.0575 -0.5211
C 0.78699 2.42339 -5.36893 -0.0627 -0.1004 0.3212 -0.0140
N 1.35469 1.28809 -3.25643 6.2540 5.3093 -2.7785 -0.1767
H -1.98621 -2.28871 -2.26043 0.3659 0.2124 -0.1870 0.1092
H -2.12571 -1.06521 -4.67243 0.3771 -0.1191 0.2028 0.1186
H 0.61359 -2.84791 -1.75673 -0.1340 0.2679 -0.2310 0.1133
H 2.08229 -1.96751 -3.85853 -0.3832 0.0921 0.0881 0.1170
H 0.38709 -0.83081 -5.63713 -0.0980 -0.1303 0.4144 0.1247
H -1.73001 1.60539 -4.46893 0.3300 0.5267 0.0247 0.0658
H 2.34129 1.41359 -3.49363 -0.3338 0.4489 -0.2710 0.0881
H -1.21741 2.22689 -2.82573 0.1518 -0.3336 -0.3263 0.0331
H 0.02389 2.86479 -6.01613 0.2848 -0.1755 0.2942 0.0326
H 1.83739 2.51469 -5.67153 -0.3584 -0.0839 0.1120 0.0288
C -1.41871 -3.47271 1.30957 -0.1191 -0.7721 -0.0899 -0.0204
C -1.81921 -2.07451 1.80187 -4.3650 -3.1631 0.6154 -0.7728
C -3.08321 -1.61491 1.04697 -0.7882 -0.2705 -0.1439 -0.0618
C -2.12261 -2.11941 3.30747 -0.3975 -0.3360 0.6283 -0.0261
O -0.84431 -1.27331 1.59307 5.1681 3.0059 -0.2401 -0.0868
Si -0.23471 0.08509 0.99627 -2.8322 1.5190 -2.3540 -0.0610
S -1.49221 0.81459 -0.58343 0.4655 -0.3222 1.8256 0.4454
O -0.11891 1.19129 2.15257 2.9505 -4.5483 -2.2905 -0.1031
C -0.57601 2.17199 2.83367 -2.0095 4.1482 2.6363 -0.7742
C -1.02621 3.30589 1.89647 -0.4679 0.7702 -0.0204 -0.0445
C -1.75601 1.69929 3.69617 -0.5701 0.2050 0.5499 -0.0268
C 0.54329 2.69219 3.75097 0.3111 0.4744 0.5566 -0.0365
O 1.22889 -0.18521 0.40657 -5.3819 -0.4029 -1.1901 -0.0937
C 2.49719 -0.19241 0.56187 5.5841 0.0982 0.9976 -0.7591
C 3.15559 0.23119 -0.75753 0.6195 0.2578 -0.3383 -0.0169
C 2.91369 0.80139 1.66457 0.5718 0.2839 0.4017 -0.0247
C 2.95109 -1.60911 0.94167 0.6220 -0.5133 0.2082 -0.0162
H -2.24161 -4.20001 1.48247 0.4937 0.3430 -0.1301 0.0859
H -0.51421 -3.82901 1.84827 -0.4682 0.2308 -0.2770 0.0887
H -1.19091 -3.45011 0.22177 -0.1378 0.0537 0.6091 0.0845
H -3.93041 -2.30761 1.24067 0.4365 0.3004 -0.0025 0.0846
H -3.38701 -0.59681 1.37397 0.2550 -0.5871 -0.3099 0.0752
H -2.90371 -1.59891 -0.04803 -0.0541 0.1586 0.7115 0.0516
H -2.95131 -2.82951 3.51947 0.4724 0.3685 -0.0627 0.0852
H -1.22561 -2.44231 3.87837 -0.4419 0.1848 -0.3391 0.0906
H -2.43021 -1.11941 3.67317 0.1980 -0.4918 -0.2467 0.0684
H -1.85471 2.97029 1.24047 0.5919 0.0942 0.2906 0.0518
H -1.39131 4.17589 2.48507 0.2538 -0.4094 -0.2802 0.0828
H -0.18101 3.64269 1.25777 -0.4975 -0.2794 0.3351 0.0971
H -1.42891 0.89499 4.38967 -0.1438 0.4159 -0.4161 0.0858
H -2.15811 2.53869 4.30397 0.1535 -0.4878 -0.3109 0.0860
H -2.57411 1.30809 3.05447 0.4788 0.2057 0.2894 0.0888
H 0.89819 1.88719 4.43027 -0.2094 0.3919 -0.3917 0.0881
H 1.40889 3.04789 3.15187 -0.5255 -0.2348 0.2933 0.0802
H 0.18179 3.54069 4.37177 0.2271 -0.4691 -0.3167 0.0840
H 2.83469 1.25949 -1.03053 0.0949 -0.6595 0.1235 0.0956
H 4.26329 0.22789 -0.66653 -0.5826 -0.0519 -0.0877 0.0932
H 2.86749 -0.46221 -1.57673 0.1394 0.3539 0.4229 0.0835
H 2.46019 0.52069 2.63887 0.1995 0.1832 -0.5738 0.0887
H 4.01809 0.81289 1.78837 -0.5835 -0.0043 -0.0694 0.0885
H 2.58409 1.83029 1.40137 0.1316 -0.6566 0.1527 0.0937
H 2.47729 -1.92501 1.89577 0.2119 0.1909 -0.5256 0.0930
H 2.66389 -2.33441 0.15017 0.1166 0.4350 0.4208 0.0893
H 4.05559 -1.64341 1.06817 -0.6165 -0.0740 -0.0550 0.0864


3.
66
Properties=species:S:1:pos:R:3:forces:R:3:lowdin_charge:R:1 method="wB97M-V/def2-TZVPD" total_charge=-1 de_lowest_kcal_mol=14.7 orbital_gap_ev=5.4667 lumo_ev=2.009
Sr 0.69964 0.96685 -0.10297 -0.1020 -0.6096 0.3500 0.9610
C -2.24896 -0.91456 3.11864 -0.1448 0.0831 0.0402 -0.5376
C -2.00534 0.54686 3.49885 0.0341 -0.1105 0.1521 -0.5282
S -1.64426 1.72835 2.18853 0.0660 0.0238 -0.1143 0.7925
C -3.23801 2.08673 1.40930 -0.0957 -0.1215 -0.2326 -0.5153
C -3.96402 0.95153 0.65305 -0.0059 0.2381 0.1008 -0.4781
S -2.71890 -0.16262 -0.01107 0.1621 0.1334 -0.0053 0.8041
C -3.56035 -1.14182 -1.25632 0.1347 -0.0878 -0.2340 -0.4808
C -2.51213 -2.08999 -1.90848 -0.1438 -0.0078 -0.0617 -0.5002
S -0.81983 -2.14357 -1.25251 0.0488 -0.0706 0.0808 0.8015
C -0.91360 -3.35275 0.09154 0.1023 0.0023 0.2499 -0.5366
C -1.70515 -2.97467 1.34798 -0.0561 0.0009 -0.2475 -0.5428
S -0.83777 -1.69259 2.28849 0.0236 0.0214 0.0375 0.8274
H -3.10659 -0.99311 2.45060 0.0273 -0.0043 -0.0078 0.0321
H -2.48717 -1.45480 4.03690 0.0488 -0.0780 0.0126 0.0768
H -1.14544 0.61914 4.16588 0.0637 -0.0090 -0.0372 0.0453
H -2.86409 0.90665 4.07038 -0.0494 0.0153 -0.0328 0.0807
H -2.96376 2.84863 0.67800 0.0187 0.0069 -0.0611 0.0528
H -3.90928 2.54523 2.13617 -0.0184 -0.0515 0.0548 0.0750
H -4.53962 1.41032 -0.15172 0.0152 -0.0236 -0.0613 0.0791
H -4.64724 0.41300 1.31408 0.0075 -0.0424 0.0205 0.0710
H -3.97782 -0.49183 -2.02691 -0.0249 0.0253 0.0386 0.0778
H -4.37532 -1.72651 -0.82790 -0.0060 -0.0012 0.1019 0.0732
H -2.35471 -1.80006 -2.94730 -0.0072 0.0701 0.0080 0.0630
H -2.88640 -3.11486 -1.92957 0.0023 0.0077 0.0356 0.0740
H 0.13655 -3.50883 0.35740 -0.0251 -0.0283 -0.0176 0.0710
H -1.27442 -4.30310 -0.30710 -0.0846 0.0356 -0.0493 0.0750
H -1.85741 -3.87170 1.95103 0.0768 0.0038 0.0619 0.0760
H -2.68636 -2.58393 1.07047 0.0229 -0.0077 0.0150 0.0399
C 4.05243 1.15965 2.69791 0.0668 0.0174 0.0293 -0.3192
Si 2.27898 0.40114 2.71079 0.1665 0.0585 -0.0992 0.3746
C 2.76478 -1.46093 2.85097 0.0965 -0.0552 -0.0169 -0.3136
C 1.78152 0.74421 4.54129 -0.0895 0.0252 0.0799 -0.3048
H 4.62409 0.81250 3.57103 -0.0053 0.0401 -0.0665 0.0048
H 4.04541 2.25559 2.71394 -0.0251 -0.0650 0.0136 -0.0031
H 4.60202 0.85539 1.79840 -0.0551 0.0189 0.0611 -0.0003
H 3.52429 -1.58725 3.63651 -0.0494 -0.0197 -0.0555 0.0099
H 3.19583 -1.83436 1.91280 -0.0239 0.0448 0.0683 0.0015
H 1.91688 -2.10602 3.09918 0.0199 0.0500 0.0004 -0.0346
H 2.60047 0.46086 5.21763 -0.0463 0.0397 -0.0469 0.0097
H 0.90315 0.16024 4.84470 0.0520 0.0204 -0.0303 -0.0134
H 1.54747 1.80197 4.71446 0.0270 -0.0883 -0.0114 0.0053
C 3.50408 -1.69826 -2.46606 -0.0234 -0.0919 -0.0285 -0.2873
Si 2.59548 -0.00926 -2.53701 -0.0120 0.1324 0.0854 0.4903
C 4.03361 1.17793 -2.99628 0.0907 0.0060 -0.0511 -0.3085
C 1.64008 -0.14393 -4.20066 -0.0177 -0.0678 -0.0311 -0.3261
C 1.68007 0.84708 -5.18771 -0.0242 0.0664 -0.0071 -0.1167
C 0.91905 0.76673 -6.35008 0.0179 -0.0054 0.0401 -0.1128
C 0.09039 -0.32453 -6.57097 0.0145 -0.0213 0.0222 -0.1260
C 0.03817 -1.33318 -5.61432 0.0160 0.0377 0.0056 -0.1173
C 0.79702 -1.23608 -4.45501 -0.0048 0.0054 -0.0476 -0.1437
H 4.18463 -1.82743 -3.31776 -0.0464 -0.0036 0.0553 0.0154
H 2.79128 -2.53168 -2.47676 0.0618 0.0590 0.0155 -0.0031
H 4.08709 -1.78588 -1.54248 -0.0315 0.0165 -0.0721 0.0018
H 4.56875 0.83701 -3.89371 -0.0317 0.0437 0.0671 0.0163
H 4.75213 1.21048 -2.16891 -0.0426 0.0024 -0.0606 0.0029
H 3.70228 2.20808 -3.17030 0.0063 -0.0933 0.0290 -0.0002
H 2.31884 1.71511 -5.04775 -0.0348 -0.0624 0.0017 0.0841
H 0.97554 1.56289 -7.08532 -0.0069 -0.0267 0.0129 0.0907
H -0.50361 -0.39050 -7.47580 0.0138 -0.0010 0.0289 0.0869
H -0.59567 -2.20033 -5.77235 0.0075 0.0209 -0.0087 0.0896
H 0.73059 -2.03716 -3.72554 0.0091 0.0075 0.0055 0.0536
O -2.91905 3.00031 -1.79172 0.3026 -0.3505 0.0719 -0.0526
C -1.91172 2.29524 -1.89612 -0.0333 0.3745 0.2328 -0.6050
O -0.89687 2.26792 -1.11803 -0.3710 0.4995 -0.2875 -0.3971
H -1.83671 1.58997 -2.74537 -0.0849 -0.0483 -0.2031 0.1185


Across the entries above, strongest force on any atom takes the values 1.985; 11.117; 0.710 eV Å⁻¹, respectively.